(1)
This record from the OMol25 dataset describes C34H14F15GeN4O3RhS2 as an isolated structure in a non-equilibrium geometry. The level of theory is wB97M-V/def2-TZVPD.

XYZ file:
```
74
C34H14F15GeN4O3RhS2 wB97M-V/def2-TZVPD
Rh -1.63 0.13 0.08
Ge 2.03 0.60 -0.26
S -5.13 3.25 -0.47
S 0.17 1.71 -0.07
F 3.81 -4.73 -2.73
F 5.11 -2.45 -3.46
F 6.28 0.15 2.83
F 4.86 -0.02 5.15
F 0.84 0.13 2.69
F 4.61 5.52 -2.83
F 2.35 1.38 -3.18
F 3.49 3.57 -4.39
F 1.10 -2.19 0.20
F 2.13 -0.07 5.08
F 4.59 5.27 -0.11
F 3.53 3.03 1.02
F 4.36 -0.08 -2.41
F 4.93 0.33 0.44
F 1.79 -4.62 -0.90
O -0.22 -0.77 -1.72
O -4.10 1.07 -3.07
O -1.80 -0.24 2.13
N -3.16 -1.67 0.20
N -4.38 -3.36 0.91
N -3.08 1.93 0.22
N -2.23 0.16 -2.11
C 4.09 4.43 -2.27
C -3.38 -1.94 2.67
C 4.09 -2.40 -2.60
C -4.42 -3.38 -0.45
C 3.69 -1.18 -2.06
C 3.57 3.15 -0.31
C 4.22 0.07 3.99
C 4.26 0.25 1.60
C -3.03 -1.17 5.36
C 2.65 -1.09 -1.16
C -3.68 4.10 -0.12
C 2.88 0.27 1.54
C -0.87 -0.20 -4.02
C -2.48 -0.86 3.00
C 2.18 0.15 2.72
C 3.52 3.43 -3.06
C -2.99 0.61 -3.15
C -2.70 3.24 0.23
C -3.67 -2.33 -0.87
C -3.60 -2.30 1.29
C 2.03 -2.27 -0.76
C -2.19 0.43 -4.46
C -1.05 -0.32 -2.52
C -4.32 1.79 -0.12
C 2.83 0.04 3.95
C 2.40 -3.50 -1.29
C 4.95 0.16 2.80
C 3.43 -3.56 -2.22
C 4.10 4.30 -0.88
C -4.02 -2.61 3.71
C 2.98 2.31 -2.44
C 3.04 2.12 -1.07
C -2.34 -0.51 4.38
C -3.87 -2.24 5.03
H -1.69 3.50 0.48
H -0.69 -1.18 -4.44
H -4.81 0.84 -0.19
H -3.64 5.17 -0.18
H -4.67 -3.45 3.49
H -0.01 0.42 -4.23
H -4.41 -2.77 5.80
H -4.97 -4.12 -1.00
H -1.67 0.30 4.61
H -2.06 1.40 -4.93
H -4.82 -4.02 1.52
H -2.91 -0.89 6.39
H -3.47 -2.00 -1.87
H -2.76 -0.20 -5.14
```

Summary:
LUMO level (spin up / spin down): -2.16 / -1.90 eV
maximum force: 0.0636 Eh/bohr
net charge: 0
DFT total energy: -169542.8916 eV
HOMO level (spin up / spin down): -0.278 / -0.279 Eh
orbital gap (spin up / spin down): 5.389 / 5.681 eV

(2)
This record from the OMol25 dataset describes C38H31BrCl2HfN10O5 as an isolated structure in a non-equilibrium geometry. The level of theory is wB97M-V/def2-TZVPD.

XYZ file:
```
88
C38H31BrCl2HfN10O5 wB97M-V/def2-TZVPD
Hf 10.88 10.43 16.35
Br 10.43 9.28 14.06
Cl 6.62 12.67 17.83
Cl 5.84 10.48 16.02
O 9.07 11.86 16.25
O 8.94 9.75 17.14
O 10.99 11.09 18.22
O 16.13 10.67 17.97
O 10.05 11.87 20.37
N 11.38 14.78 15.44
N 11.42 8.13 17.14
N 18.07 9.63 17.81
N 18.15 10.85 17.10
N 12.97 6.44 17.30
N 13.32 10.52 18.14
N 11.32 12.56 15.36
N 12.56 6.84 18.58
N 12.63 14.32 15.52
N 13.01 10.38 16.77
C 17.38 14.73 15.52
C 8.44 10.91 16.79
C 15.17 11.08 13.85
C 15.33 13.25 16.64
C 13.11 10.18 10.28
C 14.68 11.59 11.46
C 11.65 7.80 18.42
C 13.97 9.50 12.36
C 16.64 12.77 16.68
C 13.28 10.23 20.99
C 13.23 10.14 22.39
C 12.59 12.97 15.39
C 11.06 11.22 21.07
C 15.73 6.10 20.34
C 11.01 11.08 22.47
C 10.59 13.72 15.30
C 15.01 8.05 19.18
C 16.84 9.50 18.24
C 17.70 13.56 16.19
C 14.70 10.68 12.56
C 17.02 11.48 17.29
C 17.40 7.55 19.51
C 13.90 11.31 10.34
C 12.08 10.46 23.08
C 14.08 9.93 15.99
C 13.12 9.30 11.34
C 12.19 10.79 20.31
C 12.32 11.23 18.86
C 14.69 10.55 14.98
C 15.05 14.50 16.06
C 7.02 11.08 17.27
C 12.24 7.19 16.50
C 16.33 8.40 19.05
C 14.67 6.82 19.80
C 13.25 6.29 19.74
C 13.68 15.13 16.11
C 17.10 6.40 20.20
C 16.05 15.18 15.39
H 12.01 10.20 24.17
H 14.27 8.67 18.79
H 14.55 9.02 16.40
H 18.17 15.35 15.10
H 12.41 8.45 11.40
H 15.87 16.10 14.87
H 12.61 6.58 20.65
H 15.23 12.52 11.57
H 15.47 5.22 20.89
H 13.46 15.36 17.18
H 13.34 5.20 19.77
H 12.54 9.87 9.36
H 13.76 16.09 15.59
H 18.75 13.18 16.25
H 6.90 10.36 18.10
H 13.99 11.94 9.46
H 15.85 11.87 13.94
H 13.43 12.32 15.15
H 12.23 7.09 15.42
H 14.22 9.91 20.53
H 12.54 12.33 18.85
H 18.45 7.73 19.25
H 10.08 11.39 23.03
H 14.07 8.72 13.16
H 14.31 10.77 18.36
H 11.22 8.26 19.30
H 17.84 5.71 20.60
H 9.51 13.76 15.18
H 14.49 12.72 17.08
H 10.25 11.61 19.44
H 14.18 9.85 22.92
```

Summary:
LUMO level (spin up / spin down): -10.44 / -10.43 eV
relative energy (zero: lowest compared OMol25 entry of this formula, charge and spin): 93.70 kcal per mole
maximum force: 0.1303 Eh/bohr
net charge: +2
DFT total energy: -161425.3453 eV
HOMO level (spin up / spin down): -0.500 / -0.500 Eh
orbital gap (spin up / spin down): 3.163 / 3.173 eV

(3)
This record from the OMol25 dataset describes an isolated molecule of H4NP3. The level of theory is wB97M-V/def2-TZVPD.

XYZ file:
```
8
H4NP3 wB97M-V/def2-TZVPD
P 2.02 -0.02 -0.17
P 0.24 1.48 0.17
P -1.14 -0.22 0.00
N 1.73 -1.49 0.18
H 0.25 1.68 -1.21
H -1.84 0.02 1.18
H -2.13 0.37 -0.78
H 0.88 -1.81 0.63
```

Summary:
LUMO level: -0.32 eV
relative energy (zero: lowest compared OMol25 entry of this formula, charge and spin): 0.00 kcal per mole
structure (SMILES): N=P#[PH]P
maximum force: 0.0176 Eh/bohr
net charge: 0
DFT total energy: -29419.6540 eV
HOMO level: -0.317 Eh
orbital gap: 8.317 eV